one | # C5H7F

A cluster of 2 separate species, C5H7F in total (ωB97M-V/def2-TZVPD, OMol25).

The HOMO energy comes out at -8.9923 eV. Its charge is 0. The value obtained for the LUMO energy is 0.14 eV.

Each line ends with the natural charge from an NBO analysis.
Element x y z (Å)
C (0.90816, 1.09463, 1.14470)  -0.02
C (1.36153, 1.54103, 0.09859)  -0.26
C (0.18516, 0.61323, 2.40752)  -0.68
C (-1.16319, -1.16442, -1.84411)  -0.84
C (0.02197, -0.30158, -1.81701)  0.47
F (1.11164, -1.09942, -1.41633)  -0.38
H (-0.03319, 1.34400, 3.22148)  0.24
H (-0.69201, 0.27838, 1.88496)  0.24
H (0.77340, -0.22653, 2.78269)  0.24
H (-1.28478, -1.90253, -1.00405)  0.24
H (-2.03458, -0.49767, -1.87970)  0.24
H (-1.10968, -1.62752, -2.86163)  0.28
H (1.95557, 1.94840, -0.71711)  0.25


two | # C5H7F

An isolated molecule of C5H7F (ωB97M-V/def2-TZVPD, OMol25).

The SMILES is F[C@@H]1C=CCC1. The HOMO energy comes out at -9.8535 eV. Its charge is 0. The value obtained for the LUMO energy is 1.16 eV.

Each line ends with the natural charge from an NBO analysis.
Element x y z (Å)
C (-1.16899, 0.21359, 0.38117)  0.13
C (-0.30875, -1.11956, 0.13717)  -0.44
C (1.26145, -0.51299, -0.32999)  -0.43
C (1.00627, 1.03744, -0.14049)  -0.15
C (-0.28324, 1.33737, 0.19302)  -0.25
H (-1.72658, -0.03372, 1.34235)  0.18
H (-0.93360, -1.74774, -0.70366)  0.24
H (-0.42575, -1.88501, 1.10614)  0.22
H (1.48839, -0.79688, -1.32185)  0.22
H (2.13377, -0.93563, 0.32601)  0.22
H (1.58513, 1.84483, -0.52929)  0.21
H (-0.52324, 2.40719, 0.18142)  0.22
F (-2.10485, 0.19112, -0.64198)  -0.37


Relative energies in hartree: one 0.1254; two 0.0000


one | # H10O4S

A cluster of 5 separate species, H10O4S in total (ωB97M-V/def2-TZVPD, OMol25).

The SMILES is O.O.O.O.S. The HOMO energy comes out at -10.0938 eV. Its charge is 0. The value obtained for the LUMO energy is 0.32 eV.

Each line ends with the natural charge from an NBO analysis.
Element x y z (Å)
S (2.68166, 0.34809, -1.29411)  -0.30
H (2.34285, 1.02680, -0.17959)  0.17
H (2.48126, -0.89061, -0.85978)  0.14
H (-0.32651, -1.16766, -2.49354)  0.47
H (-0.86114, -1.31616, -1.15525)  0.47
O (-1.08536, -0.85477, -1.97249)  -0.94
H (-0.98609, 1.71817, -1.61833)  0.47
H (-0.03932, 1.03012, -0.69045)  0.48
O (-0.75561, 1.66992, -0.70029)  -0.95
H (1.50642, -0.92912, 3.10760)  0.47
H (0.28648, 0.01657, 3.00726)  0.48
O (1.23512, -0.00793, 3.07137)  -0.95
H (-2.19662, 0.53337, 0.59922)  0.49
H (-2.42390, -0.86145, 0.30372)  0.46
O (-1.85923, -0.31534, 0.87465)  -0.95


two | # H10O4S

A cluster of 5 separate species, H10O4S in total (ωB97M-V/def2-TZVPD, OMol25).

The SMILES is O.O.O.O.S. The HOMO energy comes out at -9.8437 eV. Its charge is 0. The value obtained for the LUMO energy is 0.27 eV.

Each line ends with the natural charge from an NBO analysis.
Element x y z (Å)
S (0.83385, -3.08676, -0.14622)  -0.28
H (0.18973, -3.44867, 0.99176)  0.15
H (-0.15350, -3.60468, -0.90331)  0.13
H (0.35832, 1.70549, 3.62972)  0.46
H (-0.16472, 2.33561, 2.43557)  0.47
O (-0.44264, 2.03842, 3.27661)  -0.93
H (-1.55317, -1.06060, -2.46488)  0.47
H (-2.54902, -0.98677, -1.33211)  0.48
O (-2.08161, -0.42600, -1.95656)  -0.94
H (-0.48750, 1.47549, -1.75577)  0.49
H (0.82329, 0.74788, -2.10962)  0.48
O (0.46789, 1.52202, -1.66670)  -0.96
H (2.32620, 0.79192, 0.88976)  0.46
H (1.05771, 1.32307, 0.22700)  0.49
O (1.37518, 0.67357, 0.88477)  -0.96


Relative energies in hartree: one 0.0029; two 0.0000